# 1
DFT (wB97M-V/def2-TZVPD) results for a 3-piece molecular cluster, C14H32NO3P overall.

Geometry (Å):
C  -1.1801  -0.4726  -1.9335
N  -1.6667  -0.6910  -0.5622
C  -1.2400  -1.9814  0.0064
P  -0.3105  -1.6475  1.5736
C  0.0167  -3.2694  2.3767
C  0.8556  -4.3579  1.6513
C  1.8028  -3.8969  0.5755
O  2.9010  -3.2430  1.1978
C  3.5190  -2.2108  0.4462
H  -1.2968  -1.3686  -2.5314
H  -0.1484  -0.1331  -1.9678
H  -1.7891  0.2887  -2.4090
H  -1.2582  0.0449  0.0048
H  -0.6442  -2.5197  -0.7304
H  -2.0892  -2.6188  0.2395
H  0.9234  -1.1865  1.0645
H  0.4015  -3.0724  3.3684
H  -0.9807  -3.6747  2.5298
H  1.4897  -4.8274  2.3995
H  0.2026  -5.1464  1.2908
H  2.1765  -4.7918  0.0654
H  1.3290  -3.2790  -0.1828
H  3.4006  -1.2664  0.9720
H  3.1357  -2.1419  -0.5683
H  4.5884  -2.4043  0.3762
C  -1.1119  2.7923  3.8731
C  -2.4619  2.0829  3.9287
C  -2.0361  0.6215  3.9726
O  -0.7783  0.5879  4.6550
C  -0.2643  1.9131  4.7825
H  -1.1457  3.8302  4.2021
H  -0.7184  2.7693  2.8541
H  -2.9910  2.3552  4.8455
H  -3.1105  2.3061  3.0827
H  -1.8922  0.2160  2.9678
H  -2.7482  -0.0115  4.5049
H  -0.3533  2.2249  5.8296
H  0.7924  1.9133  4.5112
C  -0.1831  3.5151  -5.4380
C  1.2628  3.0310  -5.3903
C  1.3153  2.3540  -4.0280
O  0.0044  1.8368  -3.7829
C  -0.9120  2.3756  -4.7404
H  -0.5528  3.6968  -6.4458
H  -0.2888  4.4384  -4.8641
H  1.4400  2.3000  -6.1823
H  1.9973  3.8282  -5.4931
H  1.5611  3.0708  -3.2371
H  2.0345  1.5349  -3.9877
H  -1.1819  1.5845  -5.4484
H  -1.8161  2.7007  -4.2246

Its spin multiplicity is 1. The SMILES is CNCPCCCOC.C1CCOC1.C1CCOC1. As for the lowest unoccupied orbital energy: 0.7 eV. As for the HOMO energy: -8.215 eV.


# 2
DFT (wB97M-V/def2-TZVPD) results for C26H31N6O5SV as an isolated structure.

Geometry (Å):
V  -0.4169  0.8852  -0.4553
C  3.5690  2.0856  1.0499
N  3.4055  2.3921  -0.3705
C  4.3731  3.3141  -0.9732
C  2.4144  1.8400  -1.0589
O  1.6664  0.9812  -0.5593
C  2.2493  2.2404  -2.5133
O  0.9656  1.9323  -2.9892
C  0.1024  3.0197  -3.1996
C  -0.5752  3.5123  -1.9276
O  -0.2470  3.0675  -0.8121
N  -1.5275  4.4302  -2.0759
C  -2.3137  4.8838  -0.9287
C  -1.9407  4.9203  -3.3922
H  4.3689  1.3601  1.2057
H  2.6446  1.6806  1.4418
H  3.8164  3.0066  1.5771
H  5.2593  3.3315  -0.3431
H  3.9803  4.3305  -1.0378
H  4.6842  2.9831  -1.9617
H  2.9617  1.6382  -3.0831
H  2.4997  3.2891  -2.6749
H  -0.6635  2.6810  -3.8911
H  0.6418  3.8526  -3.6613
H  -1.9929  4.3570  -0.0396
H  -3.3688  4.6777  -1.1088
H  -2.1823  5.9564  -0.7860
H  -2.5941  4.2090  -3.8998
H  -1.0862  5.1323  -4.0278
H  -2.4862  5.8490  -3.2549
S  -0.8430  -5.5401  -1.4270
C  -0.7606  -3.8275  -1.0331
C  -1.3511  -3.2291  0.0733
C  -1.2252  -1.8639  0.2441
N  -0.5362  -1.0717  -0.5931
C  0.0243  -1.6591  -1.6676
C  -0.0687  -3.0076  -1.9229
C  -1.5399  -6.2364  0.0469
C  -2.8966  -6.5015  0.1222
C  -3.3906  -7.0565  1.2964
N  -2.6314  -7.3371  2.3563
C  -1.3246  -7.0809  2.2617
C  -0.7299  -6.5372  1.1324
H  -1.9144  -3.8034  0.7980
H  -1.7026  -1.3741  1.0819
H  0.5570  -1.0020  -2.3443
H  0.4024  -3.4212  -2.8074
H  -3.5529  -6.2819  -0.7102
H  -4.4477  -7.2785  1.3902
H  -0.7230  -7.3264  3.1301
H  0.3368  -6.3555  1.0963
O  -1.6752  0.9303  -2.3271
C  -2.6405  1.1057  -1.5314
O  -2.4663  1.1292  -0.2698
H  -3.6497  1.2508  -1.9255
N  -0.8165  0.9311  3.7056
C  -0.9954  1.3439  2.4341
N  -0.1407  0.8011  1.5993
C  0.6545  -0.0481  2.3851
C  1.7050  -0.8922  2.0242
C  2.3030  -1.6256  3.0274
C  1.8765  -1.5323  4.3659
C  0.8359  -0.7041  4.7322
C  0.2395  0.0285  3.7105
H  -1.3680  1.2152  4.4959
H  -1.7744  2.0326  2.1424
H  2.0295  -0.9634  0.9943
H  3.1206  -2.2914  2.7813
H  2.3733  -2.1255  5.1230
H  0.4995  -0.6338  5.7595

Its spin multiplicity is 4. The charge is +1. For the energy relative to the best compared isomer or geometry (same formula, charge and spin), the calculation gives 0.7 kcal/mol. As for the expectation value of S²: 3.76. As for the lowest unoccupied orbital energy (spin up / spin down): -1.7 / -1.8 eV. As for the HOMO energy (spin up / spin down): -9.023 / -11.123 eV.


# 3
DFT (wB97M-V/def2-TZVPD) results for a 2-piece molecular cluster, C3H10BN overall.

Geometry (Å):
B  0.7200  0.3671  -0.5375
C  2.1989  -0.0341  -0.2025
C  -0.5547  -0.7854  1.1483
C  -1.8749  0.3406  -0.5993
N  -0.5233  0.0863  -0.0459
H  0.4813  1.9061  -1.7966
H  2.9147  0.4109  -0.9478
H  2.5296  -1.1498  0.0825
H  2.4932  0.4517  0.7962
H  -0.4459  -1.8391  0.9610
H  0.2512  -0.6071  1.8866
H  -1.5908  -0.4915  1.5116
H  -1.7242  1.0893  -1.3675
H  -2.3466  -0.6460  -0.9776
H  -2.5286  0.9012  0.0884

Its spin multiplicity is 1. For the energy relative to the best compared isomer or geometry (same formula, charge and spin), the calculation gives 79.3 kcal/mol. As for the lowest unoccupied orbital energy: 0.8 eV. As for the HOMO energy: -8.423 eV.


# 4
DFT (wB97M-V/def2-TZVPD) results for C23H35BFN7PtS2SeSi as an isolated structure.

Geometry (Å):
Pt  -1.0137  1.3523  0.7747
C  2.2862  3.6122  -0.7722
N  2.2584  3.5580  0.6786
C  2.6213  4.6006  1.4971
C  2.5203  4.1479  2.7644
N  2.1078  2.8352  2.7273
B  2.0586  2.0508  4.0961
N  1.2886  0.7094  3.9790
C  1.8228  -0.5076  4.3245
C  0.8543  -1.4437  4.2089
N  -0.2766  -0.7841  3.7850
C  -1.5659  -1.4024  3.5494
C  0.0115  0.5261  3.6454
S  -1.0989  1.7369  3.0880
C  1.9409  2.4849  1.4473
S  1.4072  0.9754  0.7618
H  1.6719  4.4383  -1.1268
H  1.8858  2.6838  -1.1627
H  3.3127  3.7389  -1.1156
H  2.9086  5.5588  1.1030
H  2.7014  4.6421  3.7016
H  3.1893  1.7792  4.4211
H  1.5128  2.7766  4.8889
H  2.8541  -0.5997  4.6102
H  0.8721  -2.5092  4.3461
H  -1.3898  -2.4195  3.2069
H  -2.0836  -0.8470  2.7715
H  -2.1666  -1.3977  4.4589
C  0.2348  -1.3783  -2.3849
Si  -1.3257  -0.3932  -2.0259
C  -2.2450  -0.1745  -3.6518
C  -2.3765  -1.4282  -0.8651
N  -1.0846  1.1512  -1.2966
C  -0.6867  2.2437  -2.0481
C  0.2287  2.1356  -3.1120
C  0.6135  3.2163  -3.8890
C  0.1108  4.4839  -3.6296
C  -0.7964  4.6364  -2.5904
C  -1.1748  3.5418  -1.8449
F  -2.1078  3.7543  -0.8774
H  -0.0345  -2.4221  -2.5846
H  0.9053  -1.3634  -1.5225
H  0.7794  -1.0028  -3.2544
H  -2.6687  -1.1267  -3.9836
H  -1.5933  0.1931  -4.4454
H  -3.0662  0.5370  -3.5390
H  -2.4663  -2.4439  -1.2622
H  -3.3840  -1.0223  -0.7490
H  -1.9016  -1.4903  0.1189
H  0.6662  1.1638  -3.3022
H  1.3221  3.0637  -4.6935
H  0.4081  5.3366  -4.2246
H  -1.2397  5.5953  -2.3536
C  -2.8314  1.6924  0.6994
H  -3.3800  1.5922  -0.2370
H  -3.4357  2.0630  1.5310
C  2.2520  -4.1945  -1.4850
N  0.9145  -4.6188  -1.1150
C  0.1298  -5.5235  -1.8014
C  -1.0361  -5.6227  -1.1335
N  -0.9528  -4.7760  -0.0441
C  -1.9808  -4.5837  0.9572
C  0.2424  -4.1359  -0.0410
Se  0.8500  -2.8581  1.1289
H  2.5691  -4.7743  -2.3487
H  2.9326  -4.3595  -0.6520
H  2.2511  -3.1336  -1.7261
H  0.4747  -6.0208  -2.6896
H  -1.9053  -6.2258  -1.3227
H  -2.7264  -5.3669  0.8414
H  -2.4462  -3.6060  0.8454
H  -1.5301  -4.6509  1.9458

Its spin multiplicity is 1. For the energy relative to the best compared isomer or geometry (same formula, charge and spin), the calculation gives 35.5 kcal/mol. As for the lowest unoccupied orbital energy (spin up / spin down): -0.9 / -0.9 eV. As for the HOMO energy (spin up / spin down): -7.271 / -7.271 eV.


no.,calculated total energy (eV)
1,-31955.668
2,-83164.963
3,-5437.076
4,-136387.725